Here is C22H64CuO22 as an isolated structure at a distorted geometry from the OMol25 dataset. Energies are from ωB97M-V/def2-TZVPD.

The geometry in XYZ format:
```
109
Properties=species:S:1:pos:R:3:forces:R:3:mulliken_charge:R:1
Cu -0.085 -0.574 0.114 -0.515 0.500 -0.342 -0.057
O -0.401 1.780 -0.510 -0.095 -1.190 -0.095 2.011
C -1.723 1.806 -1.036 0.587 -0.141 0.467 -0.123
C -2.397 0.513 -1.677 0.465 0.341 1.162 -1.365
O -2.520 -0.690 -0.900 0.942 1.546 -0.392 -0.603
H -1.761 2.617 -1.763 -0.123 -0.041 -1.100 0.070
H -2.381 2.276 -0.305 -0.606 -0.682 0.677 -0.345
H -1.902 0.383 -2.639 0.623 -0.603 -0.216 0.025
H -3.347 0.932 -2.007 -0.754 -0.156 0.226 0.399
C -3.265 -0.541 2.528 -1.366 -1.107 1.925 -0.613
C -4.011 0.613 2.011 -0.295 -0.537 -1.254 -0.208
O -4.728 0.093 0.855 -0.706 1.536 1.012 -0.655
O -2.186 -0.954 1.782 1.414 0.222 0.522 1.034
H -3.989 -1.356 2.496 -0.375 -0.270 0.325 0.288
H -3.060 -0.409 3.590 0.809 0.064 0.041 0.440
H -3.304 1.418 1.811 -0.200 0.361 -0.407 -0.039
H -4.719 0.925 2.778 -0.262 0.119 -0.316 0.476
H -4.102 -0.213 0.195 0.773 -0.095 -0.669 0.194
H -2.464 -0.869 0.867 0.230 -0.041 -1.716 -0.717
C 2.509 -0.864 -2.545 -1.032 0.794 0.352 -0.613
C 1.663 0.390 -2.822 -0.059 0.280 0.958 0.237
O 2.079 1.361 -1.866 0.875 0.122 -0.866 -0.636
O 2.124 -1.416 -1.276 -0.696 0.424 -0.423 0.200
H 3.529 -0.496 -2.433 0.223 -0.113 -0.394 0.403
H 2.400 -1.577 -3.362 0.105 -0.267 0.014 0.356
H 0.577 0.328 -2.750 -0.248 -0.991 0.507 -0.486
H 1.728 0.734 -3.854 0.944 0.201 -0.203 0.451
H 1.326 1.654 -1.348 -0.988 -0.045 0.314 -0.055
H 2.597 -2.243 -1.162 0.310 -0.052 0.213 -0.252
C -0.292 4.927 -3.250 0.730 -0.580 0.246 -0.407
C 0.930 5.183 -2.322 -1.124 -0.010 -0.928 -0.405
O 0.753 4.669 -1.022 0.073 0.905 0.089 -0.495
O -0.247 3.621 -3.791 -0.046 -0.319 -0.590 -0.578
H -0.308 5.565 -4.133 0.317 0.265 0.113 0.375
H -1.238 5.089 -2.734 -0.035 0.120 0.382 0.184
H 1.056 6.266 -2.305 0.147 0.088 0.588 0.369
H 1.814 4.748 -2.788 0.071 -0.082 -0.179 0.244
H 0.399 3.777 -1.050 -0.151 -0.773 0.005 0.027
H -0.385 2.942 -3.127 -0.057 0.013 0.361 0.279
C -4.185 5.616 1.789 -1.130 0.414 -0.507 -0.803
C -3.730 4.388 0.994 0.633 1.804 1.437 0.128
O -2.514 4.019 1.603 0.508 -0.522 0.056 -0.436
O -4.751 5.269 3.023 -0.102 -0.672 1.476 -0.537
H -5.029 6.113 1.310 0.225 0.221 -0.918 0.287
H -3.414 6.356 2.000 0.440 -0.214 -0.711 0.427
H -3.479 4.734 -0.009 -0.741 -0.368 -0.398 0.175
H -4.476 3.605 1.131 -0.159 -0.067 -0.636 0.228
H -1.988 3.621 0.905 0.471 -0.296 0.238 0.011
H -4.348 5.822 3.696 -0.064 -0.273 0.076 0.327
C -1.191 -2.408 -4.258 0.837 -1.570 0.550 -0.484
C -0.144 -3.368 -3.572 -2.973 -0.267 2.102 0.497
O 0.896 -3.854 -4.335 1.113 0.639 -1.336 -0.449
O -1.869 -3.123 -5.344 0.879 0.906 0.649 -0.548
H -0.663 -1.503 -4.557 -0.103 0.096 -0.592 0.416
H -1.960 -2.102 -3.549 0.132 -0.264 0.060 0.116
H -0.661 -4.250 -3.193 -0.974 -0.234 -0.448 0.075
H 0.149 -3.036 -2.576 0.731 1.179 -0.265 -0.309
H 0.590 -3.682 -5.228 0.481 -0.377 -0.386 0.314
H -1.302 -3.030 -6.114 -0.180 -0.002 -0.253 0.364
C -1.156 -4.437 0.081 -0.035 -0.227 0.634 -0.295
C -2.632 -4.031 -0.207 1.289 -0.311 1.093 -0.520
O -2.810 -3.487 -1.452 -0.171 -0.036 -0.787 -0.566
O -0.125 -3.412 0.223 -1.612 0.203 -0.563 0.308
H -0.825 -5.148 -0.676 -0.054 -0.032 -0.332 0.185
H -1.165 -4.969 1.032 -0.167 -0.254 0.218 0.490
H -2.985 -3.415 0.621 0.054 0.592 -0.006 -0.082
H -3.273 -4.909 -0.133 0.357 -0.501 -0.051 0.464
H -2.538 -2.571 -1.368 -0.069 1.339 -0.204 0.286
H 0.684 -3.923 0.295 0.329 -0.005 0.098 -0.224
C 4.231 -0.962 1.649 1.517 1.218 0.216 0.085
C 4.101 0.578 1.503 -0.779 -0.267 0.226 0.170
O 5.382 1.171 1.339 0.903 -0.169 0.450 -0.629
O 5.243 -1.313 2.607 -0.075 0.150 0.273 -0.632
H 4.631 -1.232 0.672 -0.695 -0.861 -0.234 0.157
H 3.371 -1.484 2.067 -0.385 0.298 -1.014 0.009
H 3.634 1.014 2.386 -0.289 -0.066 0.070 0.147
H 3.578 0.882 0.596 -0.789 -0.577 0.136 0.093
H 5.307 2.040 1.738 0.270 0.029 -0.111 0.341
H 5.960 -0.682 2.508 0.160 0.206 -0.104 0.333
C 1.984 3.741 3.262 -0.661 -1.428 -2.830 -0.718
C 1.323 3.360 1.848 0.745 -0.272 1.297 -0.067
O 0.269 2.387 2.074 1.605 1.022 0.718 -0.752
O 1.412 4.875 3.737 -0.886 2.125 1.267 -0.602
H 3.046 3.936 3.117 0.065 -0.186 0.159 0.311
H 1.775 2.941 3.972 0.512 -0.586 -0.191 0.320
H 2.117 3.074 1.159 0.159 -1.217 0.044 0.106
H 0.973 4.216 1.269 -0.546 0.485 0.803 0.491
H -0.039 2.184 1.188 -0.807 -0.604 -1.393 -0.416
H 0.502 4.636 3.930 -0.270 0.334 0.012 0.355
C 0.365 -2.360 3.904 -0.213 0.198 -0.298 -0.168
C 0.975 -0.929 3.906 0.219 -2.024 0.010 -0.548
O 0.757 -0.384 2.649 -0.377 0.293 -1.075 0.425
O -1.045 -2.326 3.853 -0.018 -0.152 1.425 -0.618
H 0.715 -2.950 4.751 -0.321 0.289 0.528 0.453
H 0.619 -3.002 3.060 0.967 0.539 -0.551 -0.084
H 2.054 -0.986 4.047 0.267 -0.142 0.430 0.358
H 0.533 -0.363 4.727 -0.165 0.127 -0.046 0.327
H 0.542 0.550 2.701 -0.072 0.732 -0.147 -0.011
H -1.309 -1.749 3.133 0.020 0.098 -0.714 0.356
C 2.741 -4.700 -1.673 0.773 0.002 -0.455 0.627
C 2.468 -5.911 -0.766 1.175 2.023 -2.482 -0.595
O 1.929 -5.393 0.364 -0.961 -0.189 2.403 -0.452
O 3.673 -3.704 -1.154 -0.880 -1.222 0.017 -0.554
H 1.809 -4.181 -1.897 0.134 0.017 0.044 -0.695
H 3.190 -5.069 -2.596 -0.349 -0.055 -0.302 0.505
H 3.444 -6.350 -0.560 -0.058 -0.814 -0.127 0.366
H 1.734 -6.497 -1.318 0.347 -0.685 -0.085 0.376
H 1.733 -6.172 0.889 -0.371 0.335 0.748 0.264
H 4.494 -4.183 -1.026 0.279 0.294 0.180 0.309
```
Positions in Å, forces in eV/Å.

Results
2S+1: 1
Max |F| in eV/Å: 3.65
M in g/mol: 744.28
Kohn-Sham gap in eV: 7.39
Total charge: -1